Computed, not measured: a molecular structure, C16H19BF4N5PtS5, with ωB97M-V/def2-TZVPD.

Geometry as XYZ:
```
51
Properties=species:S:1:pos:R:3:mulliken_charge:R:1
Pt 0.12224 -0.04831 -0.01599 0.0895
S 0.14232 0.87262 3.98882 0.0228
S 1.73313 1.43851 4.82962 0.0232
S 2.70547 -0.29526 1.50961 0.0881
S 2.40711 -0.05258 -0.37132 -0.0119
F -0.61275 -1.43414 -3.46213 -0.4210
B -0.30563 -0.06736 -3.76718 0.2994
F 0.48411 0.41232 -2.65894 -0.2649
F -1.50519 0.66212 -3.73496 -0.3770
F 0.37416 0.03989 -4.93585 -0.2959
C 0.04784 4.75153 -0.27219 -0.1407
C -0.61495 3.96814 -1.20118 -1.0422
C -0.57130 2.59306 -1.07974 0.3322
N 0.09923 1.99793 -0.07874 0.2156
C 0.74580 2.75432 0.82122 0.4012
C 0.73942 4.13063 0.75752 -0.9173
H 0.03055 5.83014 -0.34923 0.4299
H -1.15725 4.40487 -2.02695 0.4593
H -1.04680 1.94870 -1.80508 0.3302
H 1.27247 2.22810 1.60484 0.1832
H 1.27309 4.70016 1.50434 0.4352
C -0.01222 -5.04693 -2.08939 -1.2908
C 0.00905 -4.07022 -0.96623 0.6036
C -0.03833 -4.24960 0.40644 -1.1467
C -0.02330 -2.97340 0.97010 0.7650
N 0.05188 -2.07082 -0.01290 0.0811
N 0.06412 -2.75034 -1.17904 0.3757
C -0.10622 -2.58493 2.40604 -0.9006
H -0.01347 -6.06114 -1.69917 0.3587
H 0.85947 -4.92193 -2.73125 0.3308
H -0.90148 -4.90870 -2.70460 0.3140
H -0.09053 -5.18576 0.93431 0.4522
H 0.00591 -2.25132 -2.07451 0.3364
H -0.14468 -3.47472 3.02991 0.3504
H -1.00590 -1.99766 2.59781 0.1477
H 0.75406 -1.99031 2.71109 0.1015
N -6.89337 -0.34768 -0.75532 -0.2746
C -6.22360 0.01568 0.34555 0.2714
S -6.98352 0.46892 1.72718 -0.3575
C -4.72338 -0.00660 0.24240 1.2930
C -3.95428 0.21410 1.38334 -0.6800
C -2.58324 0.20765 1.29701 -0.2559
N -1.94292 -0.00995 0.13683 -0.0737
C -2.66167 -0.22890 -0.96982 -0.2387
C -4.04437 -0.22701 -0.95027 -1.2299
H -7.89961 -0.33761 -0.72378 0.2108
H -6.44944 -0.65610 -1.60107 0.1434
H -4.44415 0.39700 2.32896 0.4609
H -1.96366 0.39309 2.16183 0.1649
H -2.12789 -0.38878 -1.89741 0.4948
H -4.53961 -0.38530 -1.89700 0.3535
```

As for the electronic energy: -3429.4948 Eh. The net charge is +1. The expectation value of S² is 6.0268. Its spin multiplicity is 5. For the HOMO energy (alpha / beta), the calculation gives -11.33 / -11.33 eV. The energy relative to the best compared isomer or geometry (same formula, charge and spin) is 0.00 kcal/mol. The orbital gap (alpha / beta) is 7.592 / 5.359 eV.

---

Computed, not measured: a molecular structure, C16H19Cl2IrN7OS2 in a non-equilibrium geometry, with ωB97M-V/def2-TZVPD.

Geometry as XYZ:
```
48
Properties=species:S:1:pos:R:3:mulliken_charge:R:1
Ir 0.28165 1.03094 -1.07504 1.2722
C 0.31346 1.20921 4.97125 -1.0021
C 1.11967 0.16074 4.22229 -0.3862
N 1.66399 0.68694 2.96460 -0.1779
C 1.07585 0.54896 1.78246 0.6383
S 1.90969 1.33595 0.42019 -0.3882
N -0.00991 -0.16525 1.64289 -1.0678
N -0.48079 -0.18308 0.36432 0.5980
C -1.61279 -0.76077 0.11106 1.0028
C -2.40715 -1.49121 1.13450 -1.7985
C -2.09114 -0.60532 -1.27326 0.5283
C -3.26039 -1.16881 -1.74984 -0.8359
C -3.61544 -0.96737 -3.07797 -0.5302
C -2.79036 -0.21691 -3.89882 -0.8706
C -1.63834 0.33276 -3.36523 -0.0476
N -1.31247 0.15187 -2.08377 -0.3917
H -0.00247 0.81556 5.93635 0.3581
H -0.57668 1.48845 4.40648 0.2667
H 0.90658 2.10588 5.15283 0.3113
H 0.50501 -0.69983 3.97071 0.2304
H 1.96205 -0.19132 4.81614 0.3826
H 2.44720 1.31973 3.02200 0.2107
H -1.80487 -1.68309 2.01544 0.3957
H -2.78015 -2.43244 0.73197 0.4607
H -3.27149 -0.89120 1.43124 0.3504
H -3.88700 -1.75846 -1.09730 0.4379
H -4.52915 -1.39806 -3.46444 0.4656
H -3.03315 -0.04038 -4.93666 0.4509
H -0.96702 0.94977 -3.94709 0.5452
Cl 0.59301 4.38640 1.15524 -0.0656
C -1.13419 4.25563 0.94159 -0.4986
Cl -1.64103 2.71474 0.13604 0.0557
H -1.47591 5.05817 0.29844 0.3833
H -1.62396 4.26070 1.90768 0.4131
O 0.10185 4.84417 -2.58844 -0.4580
C 0.27396 3.70091 -2.44623 0.6947
N 0.47415 2.51926 -2.33622 -0.4959
S 1.75855 0.03879 -2.49633 -0.3789
C 2.28688 -1.44697 -1.78182 0.2959
N 3.33149 -2.05383 -2.40597 -0.0316
C 3.83759 -3.23044 -1.98433 -0.0189
C 3.29299 -3.82424 -0.88317 -0.8702
C 2.23177 -3.14976 -0.27335 0.0846
N 1.73780 -1.99945 -0.71136 -0.1333
H 3.75106 -1.59766 -3.20944 0.2765
H 4.66414 -3.63423 -2.55235 0.4367
H 3.66939 -4.76219 -0.50607 0.4256
H 1.75608 -3.56329 0.60874 0.4759
```

As for the electronic energy: -2900.2322 Eh. The net charge is +2. The expectation value of S² is 0.7606. Its spin multiplicity is 2. For the HOMO energy (alpha / beta), the calculation gives -14.35 / -14.32 eV. The energy relative to the best compared isomer or geometry (same formula, charge and spin) is 11.94 kcal/mol. The orbital gap (alpha / beta) is 7.181 / 5.724 eV.

---

Computed, not measured: a molecular structure, C16H19Cl3N3O9P2PbSSe2, with ωB97M-V/def2-TZVPD.

Geometry as XYZ:
```
56
Properties=species:S:1:pos:R:3:mulliken_charge:R:1
Pb -0.30074 0.32791 0.31329 1.4644
N 0.01835 4.98472 0.23840 -0.0181
C 1.39996 4.85072 0.16234 0.5915
C 2.43215 5.78217 0.12011 -1.1999
C 3.71107 5.26947 0.04514 -0.4242
C 3.95461 3.88412 0.01370 -0.6557
C 2.92438 2.96999 0.05782 -0.7159
C 1.62974 3.47911 0.13640 0.2622
N 0.41396 2.80542 0.19265 0.0982
C -0.50778 3.73665 0.25043 0.3410
C -1.94284 3.44777 0.31651 -0.3439
C -2.97659 4.31772 0.17686 -0.3268
S -4.45286 3.47583 0.27273 -0.1205
C -3.60126 2.01852 0.49086 -0.2794
N -2.30802 2.13555 0.49856 0.1465
H -0.49539 5.84700 0.28560 0.2281
H 2.24846 6.84725 0.14226 0.4023
H 4.55009 5.95072 0.00857 0.3902
H 4.97544 3.53304 -0.04832 0.4270
H 3.10080 1.90205 0.03351 0.4867
H -2.95062 5.38093 0.00789 0.3755
H -4.11403 1.07542 0.60695 0.3888
O 0.18215 -3.68074 3.10926 -0.4423
P 0.49248 -2.11613 3.47166 0.8963
O 0.69163 -1.94616 4.90617 -0.7331
O -0.35525 -1.29962 2.55382 -0.5907
O 2.03230 -2.04225 2.74763 -0.3085
P 2.25490 -1.88486 1.23363 -0.1466
O 3.48857 -2.80866 0.87623 -0.4322
O 2.23816 -0.53174 0.67575 -0.1964
O 1.06947 -2.74551 0.50088 0.1931
H 0.38119 -4.20614 3.89463 0.2648
H 4.33792 -2.53489 1.24303 0.3310
C -3.69795 -2.05105 -0.96685 -1.0969
Se -1.79649 -2.36040 -0.76732 0.2239
C -1.85355 -3.55211 0.76405 -0.6656
C -0.97141 -4.77594 0.63617 -0.9119
Se 0.95893 -4.50071 0.58516 0.6075
C 1.25256 -4.75873 -1.28840 -0.9789
H -4.11759 -1.71169 -0.02326 0.3421
H -4.19055 -2.96034 -1.30030 0.3828
H -3.79196 -1.27832 -1.72707 0.2855
H -2.87386 -3.93117 0.83584 0.6110
H -1.62146 -2.97946 1.65809 0.2343
H -1.16686 -5.33396 -0.28022 0.5782
H -1.08375 -5.42583 1.50445 0.4933
H 0.95388 -5.77879 -1.52758 0.4290
H 2.31415 -4.61051 -1.46803 0.3631
H 0.64052 -4.02624 -1.81353 0.3011
Cl -2.17010 -0.02473 -4.63537 -0.1316
C -0.51790 0.23153 -4.05966 0.7620
Cl 0.07213 1.82095 -4.58965 -0.1277
Cl 0.52802 -1.03865 -4.70393 -0.1387
C -0.47833 0.25534 -2.50718 0.1330
O -1.47743 0.70370 -1.91099 -0.4712
O 0.56656 -0.13828 -1.94933 -0.5776
```

As for the electronic energy: -8919.8362 Eh. The net charge is +1. Its spin multiplicity is 1. For the HOMO energy, the calculation gives -10.99 eV. The orbital gap is 7.460 eV.

---

Computed, not measured: C16H19ClN4O3S in the gas phase in a non-equilibrium geometry, with ωB97M-V/def2-TZVPD.

Geometry as XYZ:
```
44
Properties=species:S:1:pos:R:3:mulliken_charge:R:1
C -0.81605 -2.87243 -0.18874 -1.0024
N 0.46974 -2.38741 -0.63714 -0.0932
C 0.54869 -0.94049 -0.60532 -0.2573
C 1.87782 -0.50229 -1.22612 -1.3770
N 2.97005 -1.07594 -0.47644 0.0641
C 3.85263 -0.46073 0.33153 0.9840
O 4.70715 -1.06608 0.95028 -0.6797
C 3.76790 1.05944 0.46593 -0.9068
S 2.46568 1.50451 1.67500 -0.1815
C 1.36245 2.33047 0.64956 0.6293
N 1.48179 2.60444 -0.61835 -0.1047
N 0.34560 3.22321 -0.98612 -0.8991
C -0.41214 3.30298 0.05177 0.9304
C -1.79886 3.84660 0.12551 -0.7983
O -2.71568 3.02988 -0.56540 -0.4732
C -2.97372 1.76713 -0.10897 0.5662
C -2.55727 1.24811 1.11138 -0.2105
C -2.91210 -0.04102 1.47493 -0.6833
C -3.68272 -0.81324 0.62552 0.0748
Cl -4.13551 -2.41634 1.09168 -0.1966
C -4.09976 -0.30820 -0.59805 -0.4715
C -3.74442 0.97335 -0.96029 -0.5228
O 0.18214 2.75023 1.14753 -0.2857
C 2.90077 -2.52436 -0.47574 -1.0292
C 1.56508 -2.96488 0.12226 -0.5632
H -0.84259 -3.95594 -0.29063 0.3533
H -1.59530 -2.44277 -0.81601 0.3021
H -1.02698 -2.61237 0.85951 0.3577
H -0.28051 -0.52886 -1.18601 0.3639
H 0.47323 -0.54996 0.42848 0.2797
H 1.93790 0.58246 -1.27750 0.5043
H 1.92594 -0.90183 -2.24480 0.3621
H 4.70779 1.39930 0.90034 0.4308
H 3.55572 1.59112 -0.45671 0.4880
H -1.83566 4.80555 -0.39748 0.4090
H -2.08266 3.98393 1.17614 0.3273
H -1.96418 1.82781 1.80016 0.4008
H -2.59181 -0.43699 2.42585 0.4585
H -4.69879 -0.91534 -1.25792 0.4312
H -4.05806 1.39103 -1.90312 0.4412
H 3.73409 -2.90796 0.11346 0.4664
H 2.97814 -2.88225 -1.50620 0.3241
H 1.48680 -4.05256 0.07162 0.4657
H 1.52771 -2.66135 1.18462 0.3211
```

As for the electronic energy: -1924.2022 Eh. The SMILES is CN1CCN(C(=O)CSc2nnc(COc3ccc(Cl)cc3)o2)CC1. Its spin multiplicity is 1. For the HOMO energy, the calculation gives -8.72 eV. The energy relative to the best compared isomer or geometry (same formula, charge and spin) is 56.35 kcal/mol. The orbital gap is 9.197 eV.

---

Computed, not measured: C16H19F3N2O2 in the gas phase, with ωB97M-V/def2-TZVPD.

Geometry as XYZ:
```
42
Properties=species:S:1:pos:R:3:mulliken_charge:R:1
C 3.58071 3.57274 0.41853 -1.1376
C 4.31771 2.27667 0.10522 -0.5234
N 3.48926 1.12912 0.40650 -0.0194
C 3.42523 0.06897 -0.45231 0.7087
O 3.95766 0.08958 -1.54645 -0.7024
N 2.74027 -1.04044 0.00232 0.1591
C 2.55318 -2.11901 -0.95112 -1.0432
C 1.22837 -1.96308 -1.69902 -0.5942
C 0.06608 -1.88017 -0.71158 -0.8089
C 0.32781 -0.75246 0.29960 1.1301
C -0.78636 -0.68884 1.32167 -0.0550
O -0.60430 -0.94338 2.49018 -0.6071
C -2.14874 -0.34255 0.81935 0.5716
C -2.38114 0.39860 -0.33724 0.0281
C -3.67430 0.67793 -0.73766 -1.1470
C -4.74520 0.21679 0.01747 0.3002
C -6.14809 0.49122 -0.44891 0.9238
F -6.26346 1.67118 -1.07684 -0.2643
F -6.57316 -0.44180 -1.32444 -0.2523
F -7.03948 0.49993 0.55147 -0.2691
C -4.53008 -0.51873 1.17570 -0.6862
C -3.23527 -0.78723 1.57252 -0.7557
C 1.68197 -1.00296 0.98274 -1.7933
H 4.20683 4.42438 0.16814 0.3830
H 3.33087 3.62611 1.47653 0.3009
H 2.66143 3.63421 -0.15827 0.2884
H 5.25493 2.23270 0.67496 0.3058
H 4.55722 2.21410 -0.95824 0.3626
H 3.26314 0.99547 1.37765 0.2137
H 3.38856 -2.09108 -1.65093 0.4873
H 2.57041 -3.06464 -0.40065 0.3672
H 1.08549 -2.80743 -2.37389 0.4037
H 1.27300 -1.05080 -2.29689 0.3380
H -0.87219 -1.70811 -1.24261 0.4616
H -0.02208 -2.82532 -0.16956 0.3417
H 0.38464 0.20083 -0.23637 0.2097
H -1.56150 0.78025 -0.92473 0.3978
H -3.85638 1.25698 -1.63010 0.4247
H -5.36820 -0.86691 1.75930 0.4309
H -3.04113 -1.34948 2.47320 0.4505
H 1.85418 -0.24143 1.74256 0.3951
H 1.65213 -1.97190 1.49219 0.2748
```

As for the electronic energy: -1180.7488 Eh. The SMILES is CCNC(=O)N1CCC[C@@H](C(=O)c2ccc(C(F)(F)F)cc2)C1. Its spin multiplicity is 1. For the HOMO energy, the calculation gives -9.02 eV. The energy relative to the best compared isomer or geometry (same formula, charge and spin) is 0.00 kcal/mol. The orbital gap is 8.774 eV.